14
Properties=species:S:1:pos:R:3 method="wB97M-V/def2-TZVPD" total_charge=0 mol_weight_g_mol=127.1 e_above_lowest_ev=5.354 energy_ha=-470.0430 e_lumo_ev=0.6 orbital_gap_ev=10.50
O -0.363 0.903 1.558
O 0.213 -1.870 -2.110
N -2.216 -0.478 1.219
N 0.341 1.916 0.913
N -0.086 -0.622 -0.265
C 1.068 1.624 -0.033
C 1.183 0.186 -0.394
C -0.418 -1.654 -1.110
C -0.977 -0.129 0.847
H 2.119 -0.008 0.339
H -1.176 -2.374 -0.612
H 1.428 0.032 -1.486
H -2.752 0.066 1.832
H 1.636 2.407 -0.700

***

14
Properties=species:S:1:pos:R:3 method="wB97M-V/def2-TZVPD" total_charge=0 mol_weight_g_mol=127.1 e_above_lowest_ev=10.605 energy_ha=-469.8500 e_lumo_ev=-0.8 orbital_gap_ev=8.08
O 1.495 0.897 -1.131
O 1.145 -0.906 0.228
N 0.669 1.800 -1.615
N -1.010 -1.355 -1.065
N 1.007 -0.509 -1.114
C -0.480 -0.207 -1.348
C 0.412 -0.589 2.448
C 0.657 -0.159 1.129
C -0.495 1.273 -1.607
H 0.422 -1.549 3.155
H -0.290 0.227 2.949
H -2.123 -1.286 -0.761
H -1.454 1.611 -2.068
H 0.045 0.752 0.800

***

16
Properties=species:S:1:pos:R:3 method="wB97M-V/def2-TZVPD" total_charge=0 mol_weight_g_mol=159.1 e_above_lowest_ev=8.014 energy_ha=-620.4051 e_lumo_ev="-0.7 / -0.7" orbital_gap_ev="8.76 / 8.76"
O 1.968 1.862 -0.948
O 1.547 -0.280 0.000
O -1.070 1.925 -1.174
O -0.198 0.947 1.708
N 0.184 -2.008 -0.699
N 1.037 1.119 -0.597
N -1.310 -1.103 0.952
C -0.274 1.056 -0.516
C -0.545 -2.062 0.439
C -0.954 0.332 0.719
C 1.214 -1.280 -0.799
H -0.726 -3.111 0.743
H -2.057 0.579 0.802
H -0.874 2.861 -1.075
H 0.379 0.480 2.247
H 1.680 -1.317 -1.802

***

15
Properties=species:S:1:pos:R:3 method="wB97M-V/def2-TZVPD" total_charge=0 mol_weight_g_mol=175.2 e_above_lowest_ev=2.964 energy_ha=-1191.2163 e_lumo_ev=0.7 orbital_gap_ev=9.37
S -2.369 3.072 -0.256
S 1.046 -2.036 2.224
O -0.303 0.071 1.265
N -0.717 0.772 -0.927
N -1.696 1.971 0.891
N 2.456 -1.974 0.067
C -0.965 1.028 0.382
C 2.323 -2.621 1.175
C 1.542 -1.026 -0.113
C 0.687 -0.923 1.014
H -1.060 1.482 -1.677
H -0.631 -0.188 -1.202
H -1.659 3.889 0.420
H 3.086 -3.502 1.244
H 1.540 -0.210 -0.787

***

13
Properties=species:S:1:pos:R:3 method="wB97M-V/def2-TZVPD" total_charge=0 mol_weight_g_mol=127.2 e_above_lowest_ev=2.394 smiles="Cn1nnccc1=S" energy_ha=-717.8057 e_lumo_ev=-0.7 orbital_gap_ev=7.89
S 2.330 -0.884 0.001
N -2.030 -0.100 -0.043
N 0.142 0.620 0.029
N -1.206 0.859 0.005
C -1.594 -1.346 0.036
C 0.667 -0.651 -0.004
C 0.941 1.822 0.013
C -0.267 -1.686 -0.020
H 0.305 2.710 -0.114
H -0.047 -2.747 -0.089
H 1.581 1.754 -0.884
H 1.547 1.813 0.921
H -2.368 -2.161 0.149

***

13
Properties=species:S:1:pos:R:3 method="wB97M-V/def2-TZVPD" multiplicity=3 total_charge=0 mol_weight_g_mol=127.2 e_above_lowest_ev=1.320 energy_ha=-717.6518 e_lumo_ev="0.2 / -2.8" orbital_gap_ev="6.17 / 6.90"
S 1.142 -0.515 -0.478
N -3.917 0.513 0.122
N -0.251 1.713 -0.173
N -1.294 -1.823 0.055
C -0.105 0.545 -0.930
C -2.976 -0.096 -0.189
C -1.800 -0.761 -0.296
C 0.011 -2.110 -0.006
H 0.407 -2.865 -0.686
H 0.064 1.682 0.722
H 0.201 2.543 -0.751
H -0.235 0.636 -2.051
H 0.416 -2.393 0.982

***

14
Properties=species:S:1:pos:R:3 method="wB97M-V/def2-TZVPD" total_charge=0 mol_weight_g_mol=123.1 e_above_lowest_ev=3.074 energy_ha=-429.0680 e_lumo_ev=-0.2 orbital_gap_ev=10.00
N 2.417 -1.799 -0.147
N 0.091 -1.410 -0.046
N -3.283 -1.331 -0.445
N 0.710 1.510 -0.745
N -0.722 0.642 0.772
C -0.236 1.728 0.032
C 1.464 -0.928 0.279
C -0.797 -0.687 0.194
C -2.132 -1.172 -0.164
H 1.722 -0.075 0.877
H 2.140 -2.602 -0.691
H -1.376 0.858 1.534
H 0.913 2.489 -1.393
H -0.913 2.777 -0.058

***

16
Properties=species:S:1:pos:R:3 method="wB97M-V/def2-TZVPD" multiplicity=3 total_charge=+1 mol_weight_g_mol=153.1 energy_ha=-558.6379 e_lumo_ev="-4.6 / -7.0" orbital_gap_ev="7.36 / 5.76"
O 0.249 3.433 -0.025
N -0.705 -0.637 0.955
N 0.683 1.389 0.704
N 1.239 -0.239 2.137
N -0.115 0.584 -1.934
N 0.240 2.240 -0.238
N -0.801 -1.525 -1.261
C -0.272 1.581 -1.255
C -1.144 -1.424 0.002
C -0.357 -0.625 -2.228
C 0.433 0.242 1.192
H -1.072 -2.420 -1.668
H -0.305 -0.963 -3.250
H -1.173 -0.812 1.842
H 1.072 -1.131 2.578
H 2.028 0.307 2.449

***

11
Properties=species:S:1:pos:R:3 method="wB97M-V/def2-TZVPD" total_charge=0 mol_weight_g_mol=83.1 e_above_lowest_ev=0.371 smiles=Cc1cocn1 energy_ha=-285.4010 e_lumo_ev=1.1 orbital_gap_ev=10.27
O 1.832 0.693 0.429
N 0.721 -0.846 -0.722
C -0.193 -0.042 -0.044
C 0.499 0.892 0.649
C 1.873 -0.364 -0.401
C -1.669 -0.284 -0.110
H 0.233 1.714 1.295
H -2.098 -0.345 0.894
H -1.859 -1.228 -0.626
H 2.851 -0.703 -0.712
H -2.190 0.514 -0.651

***

11
Properties=species:S:1:pos:R:3 method="wB97M-V/def2-TZVPD" total_charge=0 mol_weight_g_mol=83.1 e_above_lowest_ev=2.290 smiles="CN=C=CC=O" energy_ha=-285.3304 e_lumo_ev=0.3 orbital_gap_ev=9.54
O -0.397 0.283 -2.597
N 1.135 -0.010 0.377
C -0.977 -0.800 -0.590
C -1.141 -0.441 -1.970
C 0.064 -0.342 0.035
C 1.189 0.783 1.623
H 0.302 1.375 1.819
H 1.467 0.127 2.445
H -1.678 -1.436 -0.073
H -2.033 -0.896 -2.441
H 2.075 1.361 1.358

***

11
Properties=species:S:1:pos:R:3 method="wB97M-V/def2-TZVPD" total_charge=0 mol_weight_g_mol=83.1 e_above_lowest_ev=3.370 energy_ha=-285.2908 e_lumo_ev=-0.2 orbital_gap_ev=8.34
O -2.588 -0.302 0.040
N -0.050 1.239 -0.090
C -0.218 0.012 0.074
C 1.027 -0.767 0.179
C 0.418 2.391 0.080
C -1.511 -0.799 -0.013
H 1.157 -1.351 -0.716
H 0.974 -1.452 1.036
H 0.461 2.998 -0.850
H 1.837 -0.012 0.305
H -1.506 -1.956 -0.044

***

11
Properties=species:S:1:pos:R:3 method="wB97M-V/def2-TZVPD" total_charge=0 mol_weight_g_mol=83.1 e_above_lowest_ev=2.420 smiles="CN=C=O.C#C" energy_ha=-285.3257 e_lumo_ev=0.8 orbital_gap_ev=11.09
O -0.276 -1.933 -0.516
N 0.731 0.150 0.056
C 2.127 0.465 0.279
C -2.721 -0.397 -0.305
C 0.250 -0.922 -0.233
C -2.467 0.735 0.010
H -2.885 -1.415 -0.583
H -2.231 1.739 0.289
H 2.227 1.530 0.492
H 2.514 -0.102 1.131
H 2.720 0.227 -0.610

***

11
Properties=species:S:1:pos:R:3 method="wB97M-V/def2-TZVPD" total_charge=0 mol_weight_g_mol=83.1 e_above_lowest_ev=4.327 energy_ha=-285.2556 e_lumo_ev=1.0 orbital_gap_ev=8.49
O -1.369 0.733 1.243
N 1.857 -0.260 -0.089
C -1.515 0.106 0.044
C -0.224 1.095 0.432
C -0.525 -0.957 -0.269
C 0.516 -0.167 0.023
H -0.647 -1.964 -0.634
H 2.265 -1.150 -0.325
H 2.419 0.413 0.401
H -2.441 0.276 -0.523
H -0.337 1.874 -0.303

***

11
Properties=species:S:1:pos:R:3 method="wB97M-V/def2-TZVPD" total_charge=0 mol_weight_g_mol=83.1 e_above_lowest_ev=4.360 energy_ha=-285.2543 e_lumo_ev=0.0 orbital_gap_ev=8.87
O 1.721 1.359 -0.022
N 1.031 -1.588 -0.149
C 0.544 1.135 0.216
C -1.735 -0.177 -0.005
C 2.094 -1.156 -0.302
C -0.399 0.220 0.462
H -1.656 -1.254 -0.192
H -2.481 -0.056 0.786
H -2.077 0.304 -0.929
H 3.086 -0.783 -0.449
H -0.193 1.949 0.578

***

11
Properties=species:S:1:pos:R:3 method="wB97M-V/def2-TZVPD" total_charge=0 mol_weight_g_mol=83.1 e_above_lowest_ev=4.387 energy_ha=-285.2534 e_lumo_ev="-0.5 / -0.5" orbital_gap_ev="7.53 / 7.54"
O -0.502 -0.684 2.387
N -0.503 0.749 0.587
C 0.655 -1.386 0.390
C -0.084 -0.525 1.269
C 0.655 -1.269 -0.905
C -0.087 1.186 -0.586
H -0.761 1.779 -1.197
H -0.027 -0.439 -1.384
H 1.264 -1.778 -1.644
H -1.477 0.941 0.815
H 0.975 1.252 -0.774

***

11
Properties=species:S:1:pos:R:3 method="wB97M-V/def2-TZVPD" total_charge=0 mol_weight_g_mol=83.1 e_above_lowest_ev=1.005 smiles=Oc1ccc[nH]1 energy_ha=-285.3777 e_lumo_ev=0.8 orbital_gap_ev=8.86
O -1.359 -1.150 1.300
N -0.566 0.833 0.418
C 0.936 0.100 -1.031
C 0.041 -0.972 -0.741
C 0.540 1.197 -0.302
C -0.808 -0.498 0.226
H 0.073 -1.991 -1.106
H 0.987 2.166 -0.147
H 1.852 0.021 -1.596
H -0.599 -1.084 1.903
H -1.097 1.379 1.076

***

11
Properties=species:S:1:pos:R:3 method="wB97M-V/def2-TZVPD" total_charge=0 mol_weight_g_mol=83.1 e_above_lowest_ev=2.962 energy_ha=-285.3057 e_lumo_ev="-0.7 / -0.7" orbital_gap_ev="8.73 / 8.73"
O -0.839 0.239 1.056
N -2.130 0.973 -0.739
C 0.931 -0.554 1.073
C -1.074 0.443 -0.241
C 1.127 -0.457 -0.378
C 0.087 0.006 -1.071
H 1.866 -0.341 1.639
H 2.113 -0.662 -0.802
H 0.405 -1.320 1.592
H 0.087 0.159 -2.139
H -2.573 1.515 0.009

***

11
Properties=species:S:1:pos:R:3 method="wB97M-V/def2-TZVPD" total_charge=0 mol_weight_g_mol=83.1 e_above_lowest_ev=1.938 smiles=N#C[C@@H]1C[C@@H]1O energy_ha=-285.3434 e_lumo_ev=0.8 orbital_gap_ev=11.20
O -0.694 1.375 -0.805
N 2.479 1.118 0.752
C -0.938 0.288 0.026
C 1.530 0.470 0.592
C -0.400 -1.059 -0.557
C 0.295 -0.333 0.580
H -0.595 -2.118 -0.343
H -0.177 -0.919 -1.608
H 0.270 1.489 -0.848
H 0.120 -0.869 1.508
H -1.809 0.489 0.655

***

11
Properties=species:S:1:pos:R:3 method="wB97M-V/def2-TZVPD" total_charge=0 mol_weight_g_mol=83.1 e_above_lowest_ev=5.134 energy_ha=-285.2259 e_lumo_ev="0.8 / 0.8" orbital_gap_ev="8.20 / 8.20"
O 2.477 -0.101 0.429
N 0.575 0.762 1.286
C -0.004 0.104 0.376
C 1.908 0.550 1.400
C -1.303 0.115 -0.229
C 1.714 -0.652 -0.488
H -1.571 1.188 -0.041
H 2.101 -1.175 -1.290
H 2.447 1.151 2.000
H -1.000 0.235 -1.335
H -2.060 -0.614 0.000

***

11
Properties=species:S:1:pos:R:3 method="wB97M-V/def2-TZVPD" total_charge=0 mol_weight_g_mol=83.1 e_above_lowest_ev=3.109 smiles="CC(O)=C=C=N" energy_ha=-285.3003 e_lumo_ev=0.6 orbital_gap_ev=9.36
O 0.486 -1.864 -0.142
N -3.717 0.274 0.081
C -2.599 -0.190 -0.009
C -1.385 -0.439 -0.111
C 0.858 0.682 0.139
C -0.084 -0.612 -0.007
H 1.322 -1.941 0.227
H 0.125 1.270 0.473
H -4.503 -0.371 0.141
H 1.245 0.887 -0.895
H 1.545 0.510 0.998